# 1
14
Properties=species:S:1:pos:R:3:forces:R:3 method="wB97M-V/def2-TZVPD" largest_force_ev_per_a=5.165 homo_lumo_gap_ev="2.5 / 9.8" e_homo_ev="1.0 / -6.0" total_energy_ev=-9277.392 de_lowest_kcal_mol=42.4 spin_multiplicity=2 charge=-1
N 0.233 -0.451 3.001 -2.8271 -3.6781 -2.2713
C -0.214 0.125 1.781 -1.7882 1.1019 -1.0852
C 0.924 0.532 0.910 1.3395 1.2209 -2.0849
N 0.860 0.155 -0.444 0.9462 0.9750 -0.3149
O 1.895 1.229 1.284 -1.7264 -1.2801 -0.0734
H 0.794 0.121 3.473 2.5459 2.9129 2.4527
H -0.606 -0.713 3.490 0.1367 -0.0537 0.7325
H -1.013 0.920 1.918 1.4367 0.6174 0.1074
H -0.934 -0.431 1.182 0.6072 -1.4289 0.0719
H 0.093 -0.288 -1.007 0.4326 0.4523 1.3170
H 1.568 0.662 -1.044 -1.1538 -0.8648 1.1007
H -3.098 -1.229 -4.477 -0.7833 0.0855 2.2764
H -3.147 -1.657 -5.864 0.6051 0.3742 0.0638
O -2.590 -1.136 -5.249 0.2290 -0.4345 -2.2928

***

# 2
14
Properties=species:S:1:pos:R:3:forces:R:3 method="wB97M-V/def2-TZVPD" largest_force_ev_per_a=5.192 homo_lumo_gap_ev=10.7 e_homo_ev=-10.2 total_energy_ev=-9276.091 de_lowest_kcal_mol=88.1 smiles=C[C@](N)(O)NO
C -1.350 -0.934 0.330 2.5141 -0.3240 0.7687
C 0.121 -0.193 0.084 -4.4063 -1.3786 -0.0759
N 0.927 -1.005 -0.733 1.0525 -0.6909 -0.2649
O 0.703 0.190 1.259 2.2986 -0.5728 0.5102
N -0.371 0.916 -0.622 2.7998 4.3717 -0.0864
O 0.983 1.944 -0.445 -1.9616 -0.9077 -1.1204
H -1.744 -1.348 -0.598 0.0274 0.2767 0.0493
H -1.052 -1.755 0.986 -0.3161 -0.1378 -0.0759
H -2.068 -0.323 0.879 0.1597 0.1625 -0.2951
H 0.474 -1.177 -1.625 -0.0988 0.0098 0.1926
H 1.761 -0.471 -0.959 0.1669 -0.0598 -0.0962
H 1.642 0.414 0.962 -1.6514 -0.3109 0.9912
H -0.942 1.473 0.009 -0.3027 -0.1819 -0.0581
H 0.914 2.268 0.472 -0.2821 -0.2561 -0.4391

***

# 3
14
Properties=species:S:1:pos:R:3:forces:R:3 method="wB97M-V/def2-TZVPD" largest_force_ev_per_a=4.007 homo_lumo_gap_ev=9.2 e_homo_ev=-9.4 total_energy_ev=-9275.077 de_lowest_kcal_mol=111.5
C 0.999 -1.103 0.645 -0.1943 0.0191 -0.1799
N 1.074 1.638 -0.505 -3.6582 0.8909 0.2513
O 0.422 -0.646 -0.558 -1.5445 0.1285 -0.5335
H 1.362 1.642 -1.486 -0.4519 -0.4903 -0.2432
H 0.788 2.610 -0.377 0.5118 0.3103 0.2856
H 0.921 -2.196 0.680 -0.0648 0.0487 0.2252
H 0.568 -0.668 1.551 -0.0653 -0.0031 -0.0731
H 2.061 -0.848 0.630 -0.0537 0.1202 -0.0260
N -1.832 -0.349 0.410 0.2266 0.6611 0.1061
C -0.918 0.072 -0.598 1.5250 -3.1382 -0.3549
O -0.712 1.408 -0.604 3.7793 1.2917 0.3193
H -1.589 0.081 1.294 -0.0906 -0.1087 0.0984
H -1.857 -1.359 0.491 -0.0284 0.1297 -0.0378
H -1.288 -0.283 -1.573 0.1089 0.1401 0.1625

***

# 4
14
Properties=species:S:1:pos:R:3:forces:R:3 method="wB97M-V/def2-TZVPD" largest_force_ev_per_a=2.317 homo_lumo_gap_ev=10.8 e_homo_ev=-9.9 total_energy_ev=-9279.141 de_lowest_kcal_mol=17.7 smiles=NCC(N)(O)O
N -0.880 0.848 1.283 0.1436 0.3746 -0.7380
C -0.832 0.583 -0.187 0.0051 -0.1220 1.0867
C 0.236 -0.508 -0.346 -0.6106 0.7292 -1.0704
N 1.538 0.095 -0.167 0.0240 -0.1288 0.0233
O 0.038 -1.487 0.599 -0.7040 0.4976 1.7045
O 0.038 -1.028 -1.679 0.2953 -0.1339 0.8945
H 0.028 1.218 1.556 -0.0426 0.0870 0.0095
H -1.572 1.557 1.495 -0.0060 -0.1543 0.0574
H -0.585 1.450 -0.810 -0.0388 -0.0649 0.1032
H -1.803 0.174 -0.471 0.1535 0.0445 -0.1514
H 1.757 0.687 -0.960 0.0160 -0.0430 -0.0294
H 2.243 -0.631 -0.103 -0.0203 0.0202 0.0213
H -0.368 -0.974 1.409 0.7786 -1.1143 -1.8768
H 0.163 -1.983 -1.620 0.0061 0.0082 -0.0344

***

# 5
14
Properties=species:S:1:pos:R:3:forces:R:3 method="wB97M-V/def2-TZVPD" largest_force_ev_per_a=0.797 homo_lumo_gap_ev=9.3 e_homo_ev=-8.8 total_energy_ev=-9278.456 de_lowest_kcal_mol=33.5 smiles="O=CO.NCN"
O -2.049 2.865 -0.744 0.0038 -0.1274 -0.1622
C -2.124 3.576 0.203 0.0741 -0.0285 -0.0195
O -2.798 4.739 0.178 -0.0512 0.3463 0.4585
H -1.650 3.358 1.170 0.0319 -0.0233 0.1299
H -2.734 5.169 1.049 -0.0554 -0.1685 -0.4113
N 2.079 -2.775 -0.955 -0.6485 0.2365 -0.3986
C 0.861 -2.017 -0.593 0.5379 -0.4504 -0.0215
N 0.600 -1.894 0.808 -0.6666 -0.1130 0.0761
H 2.736 -2.221 -1.475 0.3409 -0.0007 0.1932
H 2.486 -3.236 -0.162 0.2865 0.0742 0.1566
H 0.026 -2.527 -1.063 -0.3127 0.0222 0.0622
H 0.911 -1.017 -1.003 0.0477 0.2180 -0.2600
H 1.168 -1.238 1.312 0.2954 -0.1133 0.0520
H 0.491 -2.782 1.275 0.1162 0.1280 0.1447

***

# 6
14
Properties=species:S:1:pos:R:3:forces:R:3 method="wB97M-V/def2-TZVPD" largest_force_ev_per_a=1.672 homo_lumo_gap_ev=9.8 e_homo_ev=-9.4 total_energy_ev=-9278.789 de_lowest_kcal_mol=25.9 smiles="NCC(N)=O.O"
N 0.618 -0.378 3.131 -1.1743 -0.9556 -0.7107
C 0.093 0.057 1.837 -0.6767 -0.5594 0.5166
C 1.157 0.742 0.991 -1.1522 -0.9126 0.2296
N 1.056 0.460 -0.349 -0.0554 0.2266 -0.6310
O 1.998 1.428 1.496 0.5186 0.8910 0.0499
H 1.384 0.184 3.385 1.1410 0.8833 0.2503
H -0.098 -0.246 3.828 0.0407 -0.0896 0.2105
H -0.807 0.660 2.012 0.4634 0.9072 -0.3659
H -0.405 -0.739 1.268 0.7047 -0.5113 0.0760
H 0.636 -0.397 -0.655 -0.4145 0.0723 0.2116
H 1.099 1.179 -1.051 0.6059 0.0527 0.1634
O -2.398 -0.611 -5.353 0.1754 -0.3837 -0.0118
H -2.182 -1.064 -4.533 -0.0844 0.1785 0.2088
H -2.152 -1.277 -6.006 -0.0923 0.2006 -0.1974

***

# 7
15
Properties=species:S:1:pos:R:3:forces:R:3 method="wB97M-V/def2-TZVPD" largest_force_ev_per_a=4.459 homo_lumo_gap_ev=9.9 e_homo_ev=-9.3 total_energy_ev=-11325.320 de_lowest_kcal_mol=38.0 smiles="NC(N)C(=O)O.O"
N 0.621 1.490 -0.488 0.2326 0.4122 0.0255
C -0.014 0.647 0.507 -0.3789 -0.6960 -2.3239
N -1.280 1.135 0.978 -0.4002 -0.3636 -0.3220
C -0.355 -0.855 -0.239 -2.5259 0.7294 1.8513
O -0.807 -1.801 0.368 0.4658 0.0394 0.4220
O -0.610 -0.775 -1.558 1.0389 1.3573 -0.4090
H 1.485 1.056 -0.798 -0.0305 0.1132 -0.0188
H 0.035 1.613 -1.308 -0.0083 -0.1325 0.1069
H 0.661 0.706 1.372 0.0086 -1.0937 -0.1353
H -1.991 1.024 0.262 -0.0148 0.1013 0.1269
H -1.228 2.117 1.223 0.1581 -0.0085 -0.0248
H -0.995 -1.596 -1.900 0.0974 -0.0688 0.5809
O 1.752 -1.551 0.127 -0.4815 2.1413 3.8809
H 1.495 -0.919 0.975 1.5951 -2.0962 -3.1959
H 1.231 -2.290 0.479 0.2436 -0.4350 -0.5647

***

# 8
15
Properties=species:S:1:pos:R:3:forces:R:3 method="wB97M-V/def2-TZVPD" largest_force_ev_per_a=7.183 homo_lumo_gap_ev=10.0 e_homo_ev=-9.4 total_energy_ev=-11323.287 de_lowest_kcal_mol=84.9 smiles="O=C(CO)NO.N"
O 2.005 -1.173 -0.163 1.4492 -0.3640 -0.5560
C 1.225 -0.326 0.078 -3.9210 -0.8453 1.7712
C 1.335 1.186 0.135 3.4192 -1.8694 -0.9858
O 2.600 1.738 -0.349 -1.7587 -0.8827 1.4220
N -0.220 -0.804 0.604 7.0778 -1.0027 0.7001
O -0.186 -2.265 0.582 -2.9870 2.0753 1.2181
H 1.002 1.384 1.098 0.1237 1.0413 2.1908
H 0.637 1.567 -0.470 -2.8231 1.4213 -2.4713
H 3.180 1.529 0.382 0.8152 0.1046 -0.0436
H -0.837 -0.266 0.070 -2.1408 -0.2445 -1.5195
H 0.466 -2.615 0.007 1.4911 0.3196 -1.3697
N -2.498 0.163 -0.399 -0.9107 -0.8290 -1.6472
H -2.838 -0.558 0.230 0.3490 -0.3551 0.1818
H -2.554 -0.285 -1.345 0.4257 0.2076 1.0011
H -3.317 0.727 -0.460 -0.6095 1.2231 0.1079